Entry from the Open Molecules 2025 dataset: a cluster of 9 separate species, C39H47N7O6 in total (ωB97M-V/def2-TZVPD).

```
99
Properties=species:S:1:pos:R:3:forces:R:3
O 6.167 3.154 1.874 0.140 0.046 0.178
C 5.252 2.813 1.201 0.325 0.256 -0.013
O 3.991 3.239 1.341 -0.346 0.503 0.060
C 3.212 2.814 0.220 0.786 -1.260 -0.121
C 4.030 1.572 -0.227 -0.973 0.397 0.069
O 5.339 1.942 0.184 0.339 -0.575 -0.439
H 2.222 2.557 0.580 -0.132 0.203 -0.172
H 3.256 3.568 -0.563 -0.334 0.245 0.108
H 3.993 1.379 -1.295 0.239 0.190 -0.112
H 3.690 0.667 0.283 0.204 0.179 0.123
O 1.776 -0.107 1.256 -0.315 0.114 -0.721
C 1.060 -0.227 0.300 -0.514 -0.813 0.909
O 1.191 0.404 -0.867 0.412 0.210 -0.541
C 0.128 0.050 -1.775 -0.375 -0.492 0.698
C -0.596 -1.100 -1.038 -0.239 1.235 0.404
O -0.027 -1.041 0.287 0.693 -0.222 -0.323
H -0.501 0.927 -1.894 0.011 0.004 -0.243
H 0.525 -0.312 -2.715 0.225 0.346 -0.070
H -0.452 -2.047 -1.554 0.093 -0.200 0.457
H -1.647 -0.890 -0.870 -0.144 -0.287 -0.511
C -2.934 -0.203 2.957 -1.534 -0.323 -0.201
C -3.729 -1.299 3.327 1.833 -0.318 0.206
C -4.740 -1.147 4.251 -0.219 0.518 -1.281
N -5.167 0.073 4.585 -0.790 -0.430 1.107
C -4.512 1.138 4.186 1.247 -0.499 -0.331
C -3.347 1.029 3.405 -0.215 0.991 -0.469
H -2.175 -0.319 2.195 0.306 0.028 0.250
H -3.368 -2.261 2.980 -0.457 -0.174 0.117
H -5.315 -2.010 4.562 -0.084 0.109 0.297
H -4.864 2.101 4.529 -0.127 0.084 -0.108
H -2.854 1.920 3.029 0.122 0.027 0.375
C -6.618 -1.917 -1.263 0.163 0.310 -0.984
C -5.926 -3.076 -1.549 -0.038 -0.032 0.634
C -4.545 -2.987 -1.693 -0.438 -0.486 -0.281
N -3.872 -1.856 -1.598 0.211 0.692 -0.334
C -4.566 -0.710 -1.470 0.204 -0.758 0.083
C -5.940 -0.698 -1.368 -0.762 -0.272 1.347
H -7.683 -1.969 -1.076 0.019 0.188 0.066
H -6.456 -4.021 -1.526 0.246 -0.089 -0.183
H -3.980 -3.889 -1.910 0.122 0.061 0.155
H -3.977 0.192 -1.408 -0.043 0.139 -0.104
H -6.496 0.193 -1.101 0.238 0.218 -0.390
C 2.945 2.064 -4.016 0.174 -0.146 -0.259
C 2.879 0.780 -4.545 -0.468 -0.195 0.113
C 3.404 0.522 -5.800 0.298 0.236 0.487
N 4.125 1.425 -6.453 -0.053 0.078 -0.917
C 4.203 2.654 -5.969 -0.038 -0.356 1.082
C 3.585 3.029 -4.769 0.818 0.238 -0.284
H 2.542 2.261 -3.032 -0.054 0.136 0.021
H 2.408 -0.014 -3.979 -0.028 -0.013 -0.069
H 3.315 -0.455 -6.260 0.039 -0.046 0.034
H 4.896 3.343 -6.436 -0.202 0.048 -0.355
H 3.809 4.032 -4.426 -0.437 -0.003 0.212
C -0.453 1.384 -4.998 -1.305 -0.327 0.260
C -1.054 2.408 -4.262 0.934 -0.622 0.123
C -2.282 2.183 -3.628 0.990 0.426 -0.355
N -2.912 1.016 -3.679 -0.035 0.266 0.415
C -2.289 0.034 -4.310 -0.130 -1.372 -0.457
C -1.097 0.137 -4.992 0.925 1.564 -0.791
H 0.431 1.558 -5.592 0.179 -0.012 0.180
H -0.418 3.271 -4.098 -0.673 0.493 -0.084
H -2.717 3.001 -3.067 -0.299 -0.128 0.051
H -2.747 -0.953 -4.329 -0.390 0.234 0.248
H -0.682 -0.628 -5.633 -0.221 -0.430 0.323
C 2.324 3.503 3.774 -0.497 0.437 -0.313
C 1.842 2.252 3.395 0.861 -0.478 0.700
C 0.495 2.053 3.219 -0.199 0.707 0.092
N -0.363 3.080 3.253 -0.816 -0.519 0.092
C 0.070 4.265 3.630 0.637 0.350 -0.123
C 1.406 4.520 3.962 -0.162 -0.021 -0.708
H 3.372 3.754 3.815 0.115 -0.434 0.321
H 2.525 1.412 3.350 -0.091 0.042 -0.225
H 0.067 1.073 3.048 0.107 -0.032 -0.199
H -0.647 5.077 3.578 -0.075 -0.002 0.225
H 1.751 5.522 4.177 -0.154 0.018 0.215
C 4.436 -1.961 2.002 0.251 -0.396 -0.221
C 4.680 -1.208 3.306 0.164 -0.031 -0.135
C 5.232 0.193 3.054 -0.570 1.219 0.142
C 5.022 1.156 4.145 0.480 -0.885 0.456
N 4.815 1.867 5.019 -0.055 0.312 0.236
H 4.020 -1.347 1.204 -0.289 0.081 0.240
H 3.779 -2.811 2.188 -0.119 0.069 -0.112
H 5.353 -2.383 1.579 0.118 0.107 0.211
H 5.390 -1.786 3.899 -0.010 0.134 0.157
H 3.768 -1.136 3.897 -0.109 0.038 -0.109
H 4.636 0.728 2.298 0.315 -0.781 -0.439
H 6.287 0.224 2.783 -0.067 -0.068 -0.227
C -1.710 -4.854 -0.141 -0.089 0.728 -0.968
C -2.494 -4.095 0.915 0.362 -0.146 0.520
C -3.622 -4.883 1.565 -0.130 -0.384 0.738
C -3.255 -6.249 1.979 -0.110 0.074 -0.604
N -2.982 -7.316 2.302 0.067 -0.011 0.058
H -2.318 -5.208 -0.980 -0.257 -0.328 0.362
H -1.120 -5.672 0.263 -0.036 -0.035 0.021
H -1.060 -4.136 -0.653 0.331 -0.165 0.322
H -2.933 -3.176 0.528 0.142 -0.007 -0.109
H -1.788 -3.818 1.705 -0.038 0.141 -0.079
H -4.502 -4.890 0.920 -0.014 -0.275 0.060
H -3.910 -4.443 2.525 -0.186 0.407 -0.286
```
Positions in Å, forces in eV/Å.

Values from the calculation:
HOMO ... -9.28 eV
Strongest force on any atom ... 1.982 eV/Å
Orbital gap ... 9.18 eV
Spin multiplicity ... 1
SMILES string ... O=C1OCCO1.O=C1OCCO1.c1ccncc1.c1ccncc1.c1ccncc1.c1ccncc1.c1ccncc1.CCCC#N.CCCC#N
LUMO energy ... -0.0037 Ha
Relative energy (zero: lowest compared OMol25 entry of this formula, charge and spin) ... 0.0 kJ/mol